The following is a DFT calculation (wB97M-V/def2-TZVPD) of a 9-piece molecular cluster, C54H87N5O20PS overall.

The geometry in XYZ format:
```
168
Properties=species:S:1:pos:R:3:mulliken_charge:R:1
C 3.24 -2.52 0.28 -0.98
C 2.00 -2.40 -0.78 0.62
P 0.45 -1.85 0.14 -0.43
C 0.00 -2.99 1.58 -0.41
C -1.11 -4.12 1.22 -0.93
C -1.03 -1.56 -1.00 -0.15
C -1.84 -0.23 -0.75 0.32
C -1.42 0.84 0.36 -0.28
C -1.68 0.38 1.88 0.97
C -1.54 1.73 2.78 0.03
C -0.37 1.59 3.91 -0.52
O 0.18 2.93 4.15 -0.24
C 1.57 2.91 3.77 0.14
O 2.48 3.39 4.51 -0.52
C -3.09 0.12 -1.62 0.19
C -3.95 1.44 -1.49 0.19
O -3.47 2.59 -1.61 -0.49
O -5.37 1.30 -1.27 -0.31
S -6.06 2.81 -1.75 -0.07
C -3.48 -0.89 -2.73 -0.92
C -2.62 -2.19 -2.91 0.79
C -3.11 -3.17 -4.09 -0.94
C -4.03 -4.41 -3.52 -0.49
N -5.45 -4.16 -3.96 -0.59
N -1.45 -2.47 -2.08 0.76
C -0.64 -3.72 -2.36 -1.12
C 0.36 -3.33 -3.56 -0.25
C 1.22 -4.56 -4.13 -0.39
C 2.61 -4.05 -4.73 -0.45
N 2.50 -3.03 -5.81 -0.23
C 2.92 -3.54 -7.13 0.48
N 2.10 -3.61 -8.16 -0.70
N 4.33 -3.97 -7.33 -0.49
H 3.52 -3.64 0.41 0.24
H 4.17 -2.02 -0.15 0.31
H 2.92 -2.07 1.30 0.31
H 1.93 -3.44 -1.27 -0.32
H 2.31 -1.68 -1.63 0.42
H 0.91 -3.53 2.04 0.48
H -0.46 -2.36 2.44 0.30
H -0.59 -5.03 0.74 0.20
H -1.98 -3.73 0.60 0.18
H -1.57 -4.51 2.20 0.41
H -0.29 1.02 0.25 0.30
H -1.93 1.86 0.19 -0.04
H -0.79 -0.28 2.19 -0.90
H -2.69 -0.11 2.07 0.49
H -2.53 2.09 3.22 -0.08
H -1.16 2.58 2.08 0.09
H -0.86 1.14 4.83 0.23
H 0.47 0.96 3.47 0.35
H 1.94 2.42 2.80 0.34
H -5.68 3.03 -3.07 0.17
H -4.37 -0.72 -3.43 0.39
H -3.71 -2.54 -4.84 0.45
H -2.26 -3.66 -4.67 0.21
H -3.89 -4.42 -2.39 0.31
H -3.68 -5.37 -4.05 0.28
H -5.64 -4.79 -4.75 0.26
H -6.02 -4.43 -3.13 0.26
H -0.11 -4.10 -1.42 0.13
H -1.32 -4.59 -2.70 0.19
H -0.30 -2.97 -4.43 0.56
H 1.06 -2.45 -3.32 0.24
H 1.49 -5.22 -3.20 0.13
H 0.60 -5.23 -4.82 0.27
H 3.23 -3.60 -3.86 0.00
H 3.19 -4.95 -5.18 0.46
H 1.54 -2.67 -5.94 0.21
H 1.16 -3.26 -7.92 0.19
H 4.42 -4.00 -8.38 0.27
H 4.87 -3.12 -7.07 0.28
O -4.11 4.08 2.61 -0.57
C -3.61 5.09 2.18 0.42
O -3.31 6.17 2.95 -0.37
C -2.84 7.23 2.12 -0.01
C -2.35 6.56 0.86 -0.64
C -3.28 5.37 0.74 0.20
H -3.67 7.92 1.93 0.26
H -2.04 7.77 2.63 -0.09
H -2.37 7.22 -0.01 0.41
H -1.32 6.22 0.99 0.23
H -4.20 5.62 0.21 0.26
H -2.78 4.52 0.28 -0.11
O -0.71 10.18 2.80 -0.62
C 0.05 9.53 3.47 0.55
O 0.30 8.20 3.27 -0.34
C 1.17 7.73 4.31 -0.37
C 1.87 8.95 4.83 -0.57
C 0.83 10.03 4.66 0.13
H 0.56 7.23 5.07 0.23
H 1.87 7.00 3.89 0.30
H 2.22 8.84 5.86 0.36
H 2.74 9.18 4.21 0.25
H 0.16 10.10 5.52 0.27
H 1.28 11.00 4.45 -0.17
O 4.97 -5.04 -10.40 -0.56
C 5.48 -4.03 -10.83 0.54
O 5.79 -2.94 -10.07 -0.34
C 6.27 -1.89 -10.92 -0.46
C 6.76 -2.59 -12.17 -0.50
C 5.82 -3.77 -12.27 -0.44
H 5.45 -1.20 -11.13 0.28
H 7.08 -1.35 -10.42 0.31
H 6.75 -1.95 -13.05 0.32
H 7.79 -2.94 -12.02 0.27
H 4.91 -3.53 -12.82 0.26
H 6.32 -4.64 -12.72 0.29
O 4.85 -5.26 0.37 -0.67
C 4.68 -6.08 -0.51 0.59
O 3.82 -7.13 -0.41 -0.41
C 3.95 -7.95 -1.58 -0.49
C 4.54 -7.06 -2.64 0.14
C 5.40 -6.12 -1.83 -0.47
H 4.60 -8.80 -1.34 0.19
H 2.97 -8.34 -1.86 0.45
H 5.08 -7.60 -3.41 0.41
H 3.74 -6.49 -3.13 -0.41
H 6.41 -6.52 -1.67 0.31
H 5.45 -5.12 -2.28 0.28
O 1.98 12.53 5.63 -0.53
C 2.47 13.55 5.22 0.49
O 2.77 14.62 6.00 -0.37
C 3.24 15.69 5.17 -0.45
C 3.73 15.03 3.91 -0.56
C 2.81 13.84 3.78 -0.32
H 2.40 16.38 4.99 0.27
H 4.03 16.23 5.69 0.31
H 3.71 15.70 3.04 0.32
H 4.76 14.69 4.04 0.27
H 1.89 14.09 3.24 0.28
H 3.32 12.99 3.31 0.28
O -7.87 2.67 7.66 -0.60
C -7.03 3.16 6.94 0.49
O -5.75 3.41 7.32 -0.37
C -5.07 4.08 6.25 -0.52
C -5.84 3.73 5.00 0.28
C -7.25 3.60 5.52 -0.47
H -5.07 5.16 6.45 0.34
H -4.03 3.74 6.20 0.25
H -5.73 4.47 4.21 0.28
H -5.50 2.76 4.61 -0.22
H -7.78 4.55 5.52 0.36
H -7.82 2.85 4.96 0.23
O 4.89 -11.22 -1.28 -0.56
C 4.45 -11.70 -0.27 0.52
O 4.20 -13.02 -0.10 -0.35
C 3.59 -13.23 1.18 -0.42
C 3.98 -12.03 2.01 -0.59
C 4.07 -10.93 0.97 -0.28
H 2.51 -13.30 1.05 0.25
H 3.95 -14.17 1.62 0.32
H 3.28 -11.82 2.82 0.32
H 4.97 -12.20 2.45 0.28
H 3.11 -10.45 0.81 0.23
H 4.83 -10.20 1.23 0.30
O -4.42 0.17 3.72 -0.48
C -5.42 -0.26 4.24 0.32
O -6.41 -0.91 3.57 -0.37
C -7.49 -1.18 4.47 -0.46
C -6.88 -1.15 5.85 -0.61
C -5.78 -0.13 5.70 0.41
H -8.26 -0.42 4.34 0.27
H -7.92 -2.16 4.24 0.34
H -7.60 -0.91 6.64 0.35
H -6.44 -2.13 6.09 0.28
H -6.14 0.89 5.88 -0.56
H -4.92 -0.35 6.34 0.41
```

Output
**Spin multiplicity**: 1
**Total energy**: -125920.40457 eV
**Orbital gap**: 6.563 eV
**Total charge**: +1
**Strongest force on any atom**: 5.34 eV Å⁻¹